C79H60BrCsF4N18O5S2Te as an isolated structure in a non-equilibrium geometry. Source: the OMol25 dataset; level of theory: ωB97M-V with the def2-TZVPD basis set.

Summary:
Energy above the lowest of the compared OMol25 structures with the same formula, charge and spin: 44.73 kJ/mol
E_LUMO: 2.160 eV
Net charge: -2
Frontier orbital gap: 5.026 eV
Multiplicity: 1

Geometry (Å):
Cs1 -0.917 -1.074 -0.185
C1 -1.813 6.218 3.004
C2 -2.507 5.707 1.743
N1 -2.287 4.294 1.552
C3 -1.173 3.795 1.018
S1 -1.288 1.979 0.697
N2 -0.168 4.501 0.659
N3 0.796 3.746 0.050
C4 1.875 4.262 -0.386
C5 2.263 5.716 -0.302
C6 2.802 3.279 -0.967
C7 4.145 3.568 -1.230
C8 4.969 2.545 -1.670
C9 4.438 1.275 -1.830
C10 3.078 1.100 -1.602
N4 2.293 2.068 -1.187
H1 -2.032 7.273 3.149
H2 -0.739 6.085 2.898
H3 -2.149 5.664 3.879
H4 -2.102 6.223 0.868
H5 -3.583 5.881 1.797
H6 -2.969 3.635 1.895
H7 1.424 6.292 0.083
H8 2.544 6.094 -1.284
H9 3.109 5.845 0.375
H10 4.543 4.558 -1.072
H11 6.017 2.736 -1.863
H12 5.049 0.441 -2.133
H13 2.593 0.146 -1.750
C11 -2.435 0.589 -4.445
O1 -1.091 0.183 -4.322
C12 -0.379 -0.040 -5.458
C13 -0.913 -0.101 -6.736
C14 -0.072 -0.360 -7.811
Br1 -0.838 -0.525 -9.541
C15 1.283 -0.509 -7.667
C16 1.839 -0.418 -6.388
C17 1.014 -0.215 -5.274
O2 1.561 -0.186 -4.048
C18 3.280 -0.543 -6.251
N5 4.057 -1.143 -7.122
C19 5.328 -1.025 -6.632
C20 6.536 -1.506 -7.128
C21 7.683 -1.231 -6.414
C22 7.653 -0.466 -5.246
C23 6.466 0.022 -4.735
C24 5.301 -0.288 -5.419
N6 3.981 -0.006 -5.202
H14 -3.038 -0.158 -4.975
H15 -2.499 1.550 -4.967
H16 -2.807 0.699 -3.426
H17 -1.967 0.046 -6.906
H18 1.929 -0.691 -8.510
H19 0.940 -0.611 -3.386
H20 6.565 -2.077 -8.043
H21 8.632 -1.607 -6.770
H22 8.581 -0.244 -4.739
H23 6.448 0.636 -3.845
H24 3.559 0.455 -4.411
C25 -1.646 -2.702 7.203
C26 -1.517 -2.115 5.825
C27 -2.317 -2.540 4.781
C28 -2.185 -2.028 3.494
C29 -2.944 -2.597 2.397
O3 -2.535 -2.655 1.237
C30 -4.294 -3.151 2.720
C31 -4.733 -4.306 2.082
C32 -6.003 -4.799 2.319
C33 -6.860 -4.128 3.176
C34 -6.438 -2.964 3.798
C35 -5.163 -2.478 3.574
C36 -1.250 -0.956 3.209
O4 -1.195 -0.425 2.087
C37 -0.401 -0.560 4.319
C38 -0.555 -1.143 5.563
C39 0.697 0.360 4.084
N7 0.742 1.091 3.039
C40 1.932 1.818 2.710
C41 2.895 0.856 2.032
Te1 4.923 1.612 2.008
C42 5.764 -0.168 2.841
C43 5.362 -1.404 2.358
C44 5.880 -2.571 2.889
C45 6.803 -2.512 3.919
C46 7.225 -1.280 4.387
C47 6.716 -0.111 3.847
C48 1.805 0.364 5.096
C49 1.971 1.460 5.938
C50 3.068 1.541 6.776
C51 4.017 0.531 6.780
C52 3.845 -0.577 5.969
C53 2.748 -0.659 5.132
H25 -2.433 -3.453 7.226
H26 -1.886 -1.928 7.934
H27 -0.711 -3.172 7.512
H28 -3.028 -3.340 4.953
H29 -4.064 -4.811 1.401
H30 -6.332 -5.701 1.824
H31 -7.858 -4.505 3.353
H32 -7.113 -2.428 4.453
H33 -4.835 -1.564 4.046
H34 0.093 -0.828 6.373
H35 2.415 2.273 3.593
H36 1.663 2.605 2.003
H37 2.557 0.639 1.025
H38 2.941 -0.068 2.599
H39 4.630 -1.456 1.567
H40 5.567 -3.528 2.494
H41 7.202 -3.425 4.339
H42 7.948 -1.229 5.188
H43 7.045 0.849 4.224
H44 1.233 2.252 5.926
H45 3.193 2.406 7.413
H46 4.889 0.609 7.413
H47 4.578 -1.371 5.973
H48 2.623 -1.523 4.494
N8 3.327 -7.153 0.495
C54 4.249 -6.186 0.307
S2 5.849 -6.564 0.184
C55 3.776 -4.804 0.257
C56 4.395 -3.870 -0.574
C57 3.893 -2.582 -0.606
N9 2.885 -2.171 0.148
C58 2.317 -3.046 0.962
C59 2.705 -4.372 1.044
H49 3.633 -8.111 0.428
H50 2.348 -6.954 0.361
H51 5.244 -4.158 -1.174
H52 4.329 -1.829 -1.248
H53 1.530 -2.660 1.596
H54 2.216 -5.044 1.735
F1 -4.478 5.953 -3.646
C60 -5.250 5.311 -2.740
C61 -6.530 5.778 -2.539
F2 -6.928 6.848 -3.268
C62 -7.430 5.203 -1.609
C63 -6.887 4.101 -0.902
C64 -5.604 3.649 -1.097
F3 -5.170 2.606 -0.343
C65 -4.724 4.225 -2.025
C66 -3.359 3.733 -2.187
C67 -2.767 2.906 -1.327
N10 -2.215 2.080 -0.646
C68 -2.573 4.097 -3.299
N11 -1.911 4.348 -4.203
F4 -7.639 3.471 0.033
C69 -8.733 5.699 -1.390
C70 -9.249 6.836 -2.015
N12 -9.752 7.775 -2.459
C71 -9.653 5.127 -0.510
N13 -10.485 4.734 0.188
N14 0.241 -1.818 -2.467
C72 0.122 -2.972 -2.593
N15 0.103 -4.229 -2.628
C73 -0.707 -5.071 -3.152
N16 -1.393 -5.907 -3.566
N17 -3.718 -4.224 -2.895
C74 -4.932 -3.865 -2.434
O5 -5.957 -4.448 -2.733
C75 -4.909 -2.678 -1.525
C76 -5.865 -2.557 -0.522
C77 -5.777 -1.496 0.360
C78 -4.730 -0.598 0.206
N18 -3.874 -0.653 -0.799
C79 -3.968 -1.658 -1.648
H55 -3.594 -5.052 -3.462
H56 -2.878 -3.842 -2.497
H57 -6.649 -3.296 -0.450
H58 -6.500 -1.368 1.149
H59 -4.578 0.211 0.905
H60 -3.276 -1.639 -2.482

Atom charges from the Löwdin analysis, given in e for atoms 1 to 99: 1.37 -0.09 -0.24 0.00 -0.55 0.96 0.05 0.01 -0.28 -0.03 -0.23 -0.04 -0.10 -0.10 -0.15 0.15 0.07 0.06 0.07 0.11 0.12 0.13 0.06 0.08 0.08 0.10 0.11 0.08 0.09 -0.06 -0.08 -0.19 -0.06 -0.68 0.71 -0.09 -0.07 -0.18 0.01 -0.25 0.17 -0.23 -0.03 -0.12 -0.11 -0.03 -0.18 0.19 0.10 0.10 0.08 0.10 0.10 0.03 0.10 0.09 0.09 0.09 0.13 -0.07 -0.28 0.00 -0.08 -0.32 -0.13 -0.17 -0.02 -0.08 -0.09 -0.08 -0.04 -0.34 -0.51 -0.07 0.01 -0.22 0.11 -0.32 -0.45 1.29 -0.55 -0.14 -0.07 -0.10 -0.11 -0.17 -0.20 -0.04 -0.08 -0.09 -0.08 -0.03 0.07 0.07 0.07 0.12 0.12 0.10 0.10